DFT (ωB97M-V/def2-TZVPD) results for a molecular structure, C40H58N6O6PPbSe.

Positions of all 113 atoms, in Å:
Pb1 0.569 0.291 0.063
Se1 4.336 -3.852 1.131
P1 0.945 -4.090 -2.287
O1 0.567 -4.450 -3.805
O2 -1.651 4.015 -1.397
O3 0.305 -2.872 -1.772
O4 1.773 -1.334 -4.249
O5 -0.790 2.399 -0.111
O6 2.045 -0.581 -2.155
N1 -1.041 0.612 2.549
N2 2.309 -1.751 0.620
N3 -2.974 0.191 0.394
N4 0.285 -6.752 -2.365
N5 0.067 1.124 -2.376
N6 3.432 -2.919 -2.498
C1 -0.299 0.940 3.719
C2 1.458 -0.604 -3.335
C3 -0.275 2.253 4.216
C4 -6.063 -0.443 -2.352
C5 3.101 -2.571 0.823
C6 0.419 -1.496 3.730
C7 -0.316 0.551 -4.659
C8 -1.573 2.299 -3.628
C9 -2.992 -3.404 -1.883
C10 1.711 -2.281 3.951
C11 -1.123 2.920 -1.204
C12 0.454 -0.090 4.303
C13 0.522 2.485 5.337
C14 -4.028 -0.036 -0.530
C15 -3.231 -2.423 -0.742
C16 2.349 1.750 0.309
C17 -2.347 3.306 3.011
C18 -4.644 2.416 -0.281
C19 -0.859 2.071 -2.453
C20 -5.213 -1.481 -2.017
C21 -3.747 -3.181 0.484
C22 -0.753 -2.288 4.314
C23 0.415 -5.629 -1.426
C24 -4.993 3.547 -1.247
C25 3.530 0.766 2.328
C26 -0.065 4.226 2.657
C27 2.938 2.014 1.693
C28 3.995 3.118 1.638
C29 -5.458 2.584 1.005
C30 1.223 0.203 5.419
C31 -4.170 -1.297 -1.115
C32 -4.851 1.042 -0.882
C33 2.756 -4.161 -2.184
C34 -5.871 0.809 -1.795
C35 1.261 1.486 5.937
C36 0.353 0.404 -3.457
C37 -3.217 0.011 1.618
C38 -1.313 1.513 -4.734
C39 -2.261 0.319 2.710
C40 -0.972 3.487 3.644
H1 4.837 2.800 1.020
H2 2.594 -1.698 3.706
H3 3.587 4.030 1.200
H4 -2.717 0.320 3.710
H5 -6.862 -0.604 -3.064
H6 -1.718 -1.859 4.048
H7 -6.517 1.626 -2.084
H8 0.307 -5.387 -3.834
H9 3.058 -5.010 -2.820
H10 3.021 -4.440 -1.164
H11 -0.530 5.168 2.364
H12 -3.898 -3.955 -2.137
H13 -1.108 4.142 4.515
H14 -2.305 3.092 -3.631
H15 1.137 -7.300 -2.381
H16 -3.005 2.685 3.621
H17 -4.192 -0.357 1.968
H18 -0.685 -2.309 5.403
H19 4.379 3.357 2.632
H20 -1.872 1.652 -5.651
H21 -6.523 2.460 0.795
H22 -0.555 -5.389 -0.988
H23 1.723 -3.163 3.313
H24 1.981 2.682 -0.123
H25 0.561 3.492 5.735
H26 2.782 -0.012 2.438
H27 -3.905 -2.519 1.333
H28 -3.036 -3.949 0.785
H29 -4.579 3.366 -2.237
H30 1.874 1.707 6.800
H31 3.940 0.986 3.315
H32 -2.263 2.887 2.012
H33 2.619 -1.395 -2.065
H34 4.391 -2.958 -2.172
H35 -5.353 -2.447 -2.478
H36 -5.305 3.577 1.424
H37 1.795 -2.620 4.985
H38 1.814 -0.577 5.876
H39 -4.564 4.481 -0.886
H40 -2.235 -4.129 -1.586
H41 -0.729 -3.316 3.952
H42 1.103 -5.833 -0.600
H43 -2.628 -2.897 -2.774
H44 0.072 3.642 1.751
H45 3.396 -2.706 -3.490
H46 -2.265 -1.976 -0.484
H47 -0.047 -0.084 -5.490
H48 -6.073 3.682 -1.333
H49 -3.582 2.512 -0.039
H50 -5.185 1.855 1.766
H51 -4.700 -3.663 0.257
H52 -2.815 4.287 2.912
H53 0.267 -1.410 2.647
H54 2.143 2.366 2.352
H55 3.126 1.363 -0.355
H56 -0.463 -7.375 -2.083
H57 4.328 0.355 1.707
H58 0.907 4.443 3.101

## Properties
Charge ... -1
E_tot ... -143536.2325 eV
HOMO ... -4.4042 eV

Mulliken population analysis, charges in e, atoms 1 to 99: Pb 1.270; Se -0.326; P 0.895; O -0.627; O -0.795; O -0.429; O -0.757; O 0.068; O -0.300; N 2.317; N -0.936; N 1.508; N -0.625; N 0.251; N -0.457; C -0.157; C 0.203; C -0.365; C -1.500; C -0.102; C 2.279; C -0.716; C -0.896; C -1.472; C -2.037; C -0.109; C 0.766; C -0.874; C -0.832; C 2.279; C -1.764; C -1.660; C 2.810; C 0.514; C -0.662; C -1.442; C -1.654; C -0.402; C -1.941; C -0.895; C -1.477; C 2.809; C -2.064; C -1.479; C -0.707; C 0.271; C 0.569; C -0.688; C -0.551; C -1.473; C 0.344; C -0.819; C -0.499; C -1.682; C 1.050; H 0.401; H 0.328; H 0.417; H 0.499; H 0.359; H 0.293; H 0.329; H 0.407; H 0.279; H 0.123; H 0.517; H 0.522; H 0.603; H 0.475; H 0.176; H 0.319; H 0.692; H 0.324; H 0.457; H 0.428; H 0.382; H 0.138; H 0.422; H 0.561; H 0.389; H -0.480; H 0.266; H 0.336; H 0.372; H 0.370; H 0.442; H -0.117; H 0.295; H 0.258; H 0.312; H 0.387; H 0.495; H 0.326; H 0.407; H -0.271; H 0.442; H 0.439; H 0.508; H 0.048


DFT (ωB97M-V/def2-TZVPD) results for 14 unconnected molecules or ions with the total composition C42H66O42 in a non-equilibrium geometry.

Positions of all 150 atoms, in Å:
O1 5.385 1.153 -1.263
O2 4.174 2.582 0.003
O3 -1.277 6.169 -1.153
O4 -4.891 -1.282 -1.566
O5 2.937 -4.656 3.132
O6 -3.331 -3.330 1.914
O7 2.615 4.011 2.941
O8 2.770 -0.131 4.055
O9 4.057 0.370 0.326
O10 2.675 -6.663 3.888
O11 2.532 1.048 -3.114
O12 0.322 4.905 -0.295
O13 -2.742 -5.190 0.852
O14 2.837 -2.662 -3.070
O15 4.714 4.532 2.448
O16 1.131 0.892 0.951
O17 -0.502 -3.902 -4.174
O18 -5.278 -1.250 3.094
O19 3.781 2.777 -3.149
O20 1.628 3.070 -2.583
O21 -0.582 3.708 5.412
O22 -3.930 1.896 -3.309
O23 -1.837 -3.915 -2.362
O24 3.209 -4.272 -1.523
O25 -2.422 2.475 5.084
O26 -3.277 1.209 -5.360
O27 1.632 -6.076 1.974
O28 -1.799 4.259 -0.052
O29 -1.780 1.674 -3.767
O30 -1.764 3.994 3.562
O31 -6.969 -0.886 -1.889
O32 -3.561 -0.055 2.230
O33 -5.490 0.939 2.708
O34 1.108 -1.627 3.784
O35 -1.297 -4.167 2.251
O36 -5.980 0.059 -0.092
O37 -0.906 0.283 0.230
O38 -1.939 -2.251 -3.821
O39 0.804 -1.173 0.522
O40 4.542 -4.065 -3.320
O41 3.074 5.976 1.927
O42 0.627 0.490 4.350
C1 -0.066 6.673 -1.736
C2 -0.623 -0.095 3.951
C3 -3.205 2.528 -2.236
C4 3.368 2.816 3.154
C5 4.106 4.113 -2.846
C6 3.430 4.938 2.386
C7 -4.849 -0.230 2.651
C8 2.351 -5.836 2.910
C9 -4.549 -3.783 1.264
C10 5.638 -0.257 -1.198
C11 -4.593 2.013 2.429
C12 -0.648 4.879 3.393
C13 1.034 5.973 -0.929
C14 1.319 0.382 -2.821
C15 -3.452 1.264 1.739
C16 -3.682 -1.078 -0.872
C17 -0.995 5.045 -0.457
C18 -0.321 -1.578 3.885
C19 -8.207 -0.299 -1.514
C20 -1.664 3.324 4.717
C21 4.718 -3.147 -4.413
C22 0.152 -2.257 -0.153
C23 -0.013 -5.214 -3.822
C24 3.496 -3.738 -2.542
C25 -1.866 1.795 -2.335
C26 2.810 -3.719 2.074
C27 4.541 1.480 -0.272
C28 4.818 3.274 3.132
C29 3.444 -2.308 -4.300
C30 -1.614 -1.704 -5.101
C31 0.973 2.266 0.675
C32 0.230 0.021 0.538
C33 -3.021 1.543 -4.240
C34 2.544 2.362 -2.903
C35 1.605 -0.383 4.047
C36 -1.465 -3.424 -3.390
C37 -3.957 -4.746 0.257
C38 0.044 4.832 4.793
C39 -2.362 -4.236 1.711
C40 2.530 -8.039 3.622
C41 4.421 -0.783 -0.416
C42 -5.948 -0.615 -1.088
H1 -0.168 5.792 5.255
H2 -1.907 0.807 -1.883
H3 4.704 -3.737 -5.324
H4 -0.727 -2.089 4.756
H5 -2.492 1.735 1.941
H6 1.375 -0.673 -3.084
H7 1.946 2.669 0.400
H8 -1.051 5.876 3.237
H9 -2.434 -1.879 -5.790
H10 0.885 -5.350 -4.418
H11 1.509 -8.287 3.332
H12 4.039 4.290 -1.770
H13 -0.353 -2.927 0.541
H14 3.399 4.825 -3.288
H15 5.092 4.371 -3.217
H16 -3.475 -0.033 -0.665
H17 -8.931 -0.579 -2.269
H18 0.504 0.761 -3.444
H19 -0.760 -1.982 2.976
H20 1.081 4.543 4.677
H21 -8.502 -0.576 -0.501
H22 3.266 2.046 2.387
H23 -3.557 -1.679 0.028
H24 -5.046 2.741 1.762
H25 3.612 -1.069 -1.087
H26 2.726 -2.520 -5.093
H27 5.590 -2.513 -4.283
H28 -1.013 2.344 -1.948
H29 -8.145 0.792 -1.473
H30 1.817 -3.309 1.941
H31 -3.702 2.442 -1.277
H32 3.528 -2.914 2.230
H33 4.783 -1.593 0.210
H34 2.919 2.408 4.056
H35 3.180 -4.187 1.158
H36 2.866 -8.657 4.448
H37 -1.443 -0.635 -4.988
H38 -0.024 7.732 -1.484
H39 -4.279 2.492 3.358
H40 0.677 2.833 1.558
H41 5.511 2.610 2.629
H42 1.040 0.422 -1.770
H43 -0.952 0.321 2.997
H44 5.167 3.467 4.151
H45 -0.041 6.504 -2.808
H46 -4.612 -5.593 0.052
H47 0.299 2.565 -0.120
H48 -5.183 -4.205 2.042
H49 -0.655 -2.092 -5.442
H50 6.564 -0.464 -0.662
H51 5.712 -0.598 -2.229
H52 -1.366 0.119 4.716
H53 -2.806 -1.367 -1.459
H54 -0.024 4.536 2.575
H55 3.671 -1.242 -4.250
H56 1.895 5.633 -1.495
H57 -3.737 -4.277 -0.705
H58 -3.648 1.379 0.674
H59 -0.587 -1.892 -0.866
H60 -3.088 3.584 -2.489
H61 -0.789 -5.942 -4.044
H62 0.955 -2.796 -0.652
H63 1.392 6.603 -0.114
H64 3.155 -8.337 2.773
H65 0.246 -5.241 -2.765
H66 -5.086 -2.976 0.775

## Properties
Energy relative to the best compared isomer or geometry (same formula, charge and spin) ... 0.0 kJ/mol
E_tot ... -130620.7760 eV
HOMO ... -10.1841 eV

Mulliken population analysis, charges in e, atoms 1 to 99: O -0.365; O -0.320; O -0.428; O -0.505; O -0.423; O -0.151; O -0.074; O -0.551; O 0.048; O -0.359; O -0.257; O 0.313; O -0.334; O 0.370; O -0.377; O 0.479; O -0.381; O -0.608; O -0.332; O -0.420; O -0.388; O -0.410; O -0.488; O -0.460; O -0.548; O -0.602; O -0.524; O -0.353; O -0.354; O -0.250; O -0.393; O 0.384; O -0.419; O -0.154; O -0.495; O -0.489; O 0.632; O -0.101; O 0.360; O -0.427; O -0.591; O -0.430; C -0.346; C 0.530; C -0.184; C 0.986; C -0.554; C 0.582; C 0.209; C 0.797; C -0.059; C -0.347; C -0.384; C 0.641; C 0.093; C 0.257; C 1.694; C 3.766; C 0.205; C 0.040; C -0.730; C 0.685; C -0.422; C -0.398; C -0.714; C 0.249; C 1.894; C -0.073; C -0.026; C -0.638; C -0.143; C -0.468; C 0.181; C -0.485; C 0.481; C 0.682; C 0.538; C 0.774; C -0.008; C -0.078; C 0.435; C -0.688; C 0.340; C 0.645; H 0.264; H -0.997; H 0.319; H 0.290; H -0.304; H -0.313; H -0.096; H 0.379; H 0.187; H 0.222; H 0.281; H 0.107; H -0.382; H 0.295; H 0.295


These records have HOMO-LUMO gap values of 6.42, 10.21 eV, in the order they appear.
These records have molecular weight values of 1036.1, 1242.9 g/mol, in the order they appear.